(1)
The following is a quantum chemistry calculation of a structure of composition C45H111AsF6N3O27P6 at a distorted geometry, from the OMol25 dataset.

```
199
C45H111AsF6N3O27P6 (ωB97M-V with the def2-TZVPD basis set)
As 18.973 -22.152 10.459
F 18.599 -22.621 8.783
F 19.406 -23.913 10.797
F 19.379 -21.685 12.146
F 18.587 -20.447 10.150
F 17.277 -22.512 10.967
F 20.671 -21.925 10.094
C 15.313 -19.813 11.495
O 15.644 -18.656 11.703
N 14.008 -20.116 11.461
C 13.648 -21.463 11.163
C 12.983 -19.161 11.561
H 15.986 -20.666 11.318
H 14.409 -21.889 10.507
H 12.718 -21.506 10.596
H 13.685 -22.158 12.003
H 13.308 -18.252 12.068
H 12.492 -18.836 10.643
H 12.182 -19.543 12.195
C 24.494 -25.525 12.885
O 24.895 -25.801 14.001
N 23.303 -25.004 12.605
C 22.278 -24.776 13.634
C 22.728 -24.839 11.273
H 25.104 -25.603 11.971
H 22.740 -24.812 14.621
H 21.508 -25.546 13.587
H 21.850 -23.774 13.607
H 22.277 -23.866 11.078
H 23.475 -25.137 10.537
H 21.937 -25.575 11.121
C 18.782 -27.081 10.687
O 17.815 -27.533 11.338
N 19.569 -27.885 10.000
C 19.451 -29.338 9.856
C 20.772 -27.402 9.232
H 19.072 -26.024 10.581
H 18.598 -29.749 10.395
H 20.351 -29.757 10.307
H 19.268 -29.606 8.815
H 21.641 -27.337 9.888
H 21.028 -27.848 8.271
H 20.725 -26.335 9.013
C 13.473 -27.326 15.696
C 14.502 -26.525 16.429
O 13.858 -25.248 16.739
P 14.859 -23.939 16.985
O 14.059 -22.791 17.473
O 15.976 -24.491 18.071
C 17.004 -23.619 18.460
C 16.845 -23.345 19.976
O 15.735 -23.696 15.567
C 15.080 -23.445 14.345
C 15.929 -24.035 13.241
H 12.501 -27.122 16.147
H 13.362 -27.009 14.660
H 13.621 -28.404 15.771
H 14.754 -27.081 17.332
H 15.377 -26.506 15.779
H 17.906 -24.153 18.163
H 17.021 -22.733 17.825
H 16.956 -24.278 20.528
H 17.639 -22.795 20.484
H 15.981 -22.827 20.393
H 14.120 -23.961 14.303
H 14.831 -22.398 14.169
H 15.562 -23.953 12.218
H 16.935 -23.623 13.318
H 15.967 -25.087 13.525
C 23.183 -20.205 3.678
C 22.931 -21.542 3.013
O 22.404 -22.428 3.968
P 23.407 -23.242 4.993
O 24.824 -23.218 4.615
O 23.017 -22.709 6.463
C 21.735 -22.786 6.982
C 21.454 -24.111 7.796
O 22.768 -24.688 4.994
C 22.542 -25.436 3.800
C 21.044 -25.498 3.682
H 23.769 -20.362 4.585
H 23.664 -19.400 3.124
H 22.271 -19.799 4.118
H 22.167 -21.544 2.235
H 23.804 -21.864 2.444
H 21.692 -21.952 7.682
H 20.990 -22.763 6.187
H 22.233 -24.371 8.513
H 20.481 -24.247 8.269
H 21.469 -24.950 7.099
H 22.896 -24.786 3.000
H 23.019 -26.410 3.903
H 20.562 -25.936 4.556
H 20.612 -24.497 3.645
H 20.751 -26.008 2.764
C 20.861 -14.266 12.570
C 21.372 -15.589 12.102
O 21.745 -15.489 10.771
P 20.871 -16.250 9.641
O 19.504 -16.608 10.065
O 21.010 -15.250 8.319
C 22.273 -14.801 7.849
C 22.651 -15.439 6.521
O 21.724 -17.541 9.300
C 21.905 -18.498 10.297
C 22.593 -19.774 9.737
H 21.689 -13.565 12.684
H 20.183 -13.866 11.815
H 20.387 -14.460 13.531
H 22.068 -15.923 12.872
H 20.649 -16.394 12.241
H 22.317 -13.712 7.834
H 23.070 -15.063 8.546
H 23.699 -15.325 6.243
H 22.383 -16.493 6.444
H 22.095 -14.951 5.719
H 22.438 -18.031 11.126
H 20.916 -18.820 10.624
H 22.031 -20.165 8.889
H 23.565 -19.546 9.299
H 22.647 -20.640 10.397
C 20.286 -19.136 6.736
C 19.059 -19.868 6.427
O 18.023 -19.101 6.076
P 16.917 -18.495 7.107
O 17.263 -18.267 8.525
O 16.339 -17.169 6.330
C 16.905 -15.902 6.671
C 18.212 -15.667 5.866
O 15.649 -19.548 6.856
C 15.648 -20.872 7.217
C 14.234 -21.359 7.361
H 21.124 -19.775 7.013
H 20.570 -18.532 5.872
H 20.182 -18.465 7.589
H 19.106 -20.640 5.656
H 18.803 -20.513 7.270
H 16.161 -15.152 6.398
H 17.031 -15.768 7.745
H 18.688 -14.703 6.042
H 18.872 -16.522 6.012
H 17.943 -15.737 4.811
H 16.101 -21.393 6.373
H 16.163 -21.166 8.132
H 13.827 -21.767 6.435
H 14.069 -22.084 8.158
H 13.566 -20.518 7.551
C 23.008 -19.853 13.394
C 21.541 -19.665 13.555
O 21.171 -18.381 14.020
P 19.589 -18.034 14.076
O 18.767 -18.174 12.857
O 19.092 -18.960 15.298
C 18.250 -20.087 15.155
C 16.746 -19.737 14.961
O 19.521 -16.588 14.742
C 18.300 -15.905 14.686
C 18.444 -14.489 15.321
H 23.219 -20.885 13.116
H 23.299 -19.222 12.554
H 23.553 -19.473 14.259
H 20.980 -19.859 12.640
H 21.234 -20.398 14.303
H 18.643 -20.594 14.274
H 18.377 -20.574 16.121
H 16.356 -19.240 15.849
H 16.784 -19.012 14.148
H 16.197 -20.652 14.739
H 18.111 -15.796 13.618
H 17.518 -16.511 15.143
H 17.589 -13.867 15.055
H 18.335 -14.534 16.406
H 19.356 -13.924 15.135
C 15.197 -25.622 9.809
C 15.883 -24.958 8.599
O 14.764 -24.450 7.834
P 14.492 -25.061 6.320
O 14.788 -26.519 6.251
O 12.969 -24.582 5.999
C 12.535 -24.631 4.609
C 11.662 -25.866 4.429
O 15.396 -24.179 5.374
C 16.662 -24.678 4.936
C 17.796 -23.745 5.445
H 14.534 -26.420 9.474
H 15.889 -25.981 10.571
H 14.513 -24.918 10.283
H 16.515 -24.115 8.881
H 16.493 -25.647 8.013
H 12.033 -23.676 4.449
H 13.371 -24.639 3.909
H 10.916 -25.932 5.221
H 11.202 -25.898 3.441
H 12.226 -26.780 4.617
H 16.790 -25.750 5.082
H 16.604 -24.560 3.853
H 17.858 -23.591 6.522
H 18.790 -24.018 5.090
H 17.659 -22.785 4.946
```

- strongest force on any atom (eV/A) = 4.961
- total charge = -1
- Kohn-Sham gap (eV) = 8.473

These are the Löwdin partial charges, in e, on atoms 1 to 8: atom 1 (As): 0.9216, atom 2 (F): -0.2791, atom 3 (F): -0.3136, atom 4 (F): -0.2801, atom 5 (F): -0.2410, atom 6 (F): -0.2855, atom 7 (F): -0.2598, atom 8 (C): -0.3084

(2)
The following is a quantum chemistry calculation of a structure of composition C45H112CrN7O15 at a distorted geometry, from the OMol25 dataset.

```
180
C45H112CrN7O15 (ωB97M-V with the def2-TZVPD basis set)
Cr 2.348 1.506 -2.904
C 0.583 -0.040 0.581
C 0.102 -0.224 -0.905
C -1.235 0.434 -1.083
O 1.156 0.065 -1.774
H -0.035 -0.760 1.116
H 0.340 0.937 0.999
H 1.564 -0.464 0.793
H -0.192 -1.266 -1.027
H -1.512 0.589 -2.126
H -1.361 1.413 -0.623
H -2.026 -0.186 -0.662
C -2.008 -5.590 7.712
O -2.719 -5.547 6.529
C -2.984 -4.184 6.272
C -3.591 -3.995 4.928
N -3.264 -2.723 4.238
C -3.489 -1.568 5.078
C -3.659 -0.228 4.400
O -2.420 0.170 3.859
C -2.619 1.129 2.801
H -2.640 -5.116 8.463
H -0.997 -5.185 7.762
H -1.850 -6.591 8.113
H -2.154 -3.494 6.420
H -3.618 -3.776 7.060
H -4.674 -3.998 5.050
H -3.266 -4.847 4.331
H -2.263 -2.822 4.147
H -2.736 -1.567 5.866
H -4.467 -1.856 5.465
H -3.907 0.428 5.235
H -4.543 -0.257 3.761
H -1.736 1.427 2.237
H -3.064 2.084 3.081
H -3.353 0.649 2.154
C -4.209 2.340 -2.499
O -5.085 2.654 -3.656
C -4.915 1.974 -4.836
C -5.344 2.951 -5.931
N -4.774 2.739 -7.282
C -5.227 3.680 -8.259
C -6.317 3.131 -9.168
O -7.578 3.159 -8.555
C -8.110 4.506 -8.226
H -4.913 2.667 -1.734
H -3.319 2.961 -2.597
H -3.899 1.299 -2.591
H -5.589 1.148 -5.066
H -3.850 1.863 -5.040
H -4.977 3.932 -5.631
H -6.421 3.084 -6.038
H -4.872 1.786 -7.603
H -4.265 3.842 -8.746
H -5.325 4.644 -7.760
H -6.096 2.125 -9.526
H -6.427 3.715 -10.082
H -9.194 4.547 -8.335
H -7.682 5.236 -8.912
H -7.773 4.570 -7.191
C 3.483 0.900 3.225
O 2.605 1.536 4.065
C 2.187 2.745 3.425
C 0.887 3.286 4.070
N 0.274 4.274 3.156
C 1.079 5.512 3.101
C 0.606 6.572 2.078
O -0.375 7.510 2.494
C -0.860 8.504 1.692
H 3.082 0.320 2.394
H 3.857 0.017 3.744
H 4.363 1.405 2.824
H 1.996 2.536 2.372
H 3.046 3.409 3.520
H 0.972 3.743 5.055
H 0.077 2.565 4.185
H -0.589 4.567 3.591
H 2.076 5.251 2.745
H 1.154 5.981 4.082
H 0.118 6.081 1.235
H 1.558 7.021 1.795
H -1.667 9.034 2.199
H -1.246 8.334 0.687
H -0.052 9.217 1.527
C 3.405 -3.498 -1.907
O 4.270 -2.394 -1.731
C 4.483 -1.725 -2.950
C 5.023 -0.354 -2.590
N 3.976 0.424 -1.871
C 4.657 1.460 -0.952
C 3.664 2.274 -0.059
O 2.655 2.837 -0.920
C 2.131 3.972 -0.311
H 3.953 -4.120 -2.615
H 2.587 -3.201 -2.564
H 3.159 -4.193 -1.104
H 3.612 -1.532 -3.577
H 5.193 -2.235 -3.600
H 5.266 0.120 -3.541
H 5.990 -0.442 -2.094
H 3.566 -0.138 -1.139
H 5.174 2.176 -1.590
H 5.422 0.949 -0.367
H 4.104 3.047 0.571
H 3.189 1.470 0.503
H 1.171 3.808 0.179
H 1.999 4.634 -1.166
H 2.792 4.497 0.377
C 3.703 -2.226 -7.493
O 3.836 -1.590 -6.139
C 3.832 -0.146 -6.173
C 2.337 0.350 -6.059
N 1.690 0.258 -4.792
C 0.262 0.550 -4.802
C 0.071 2.108 -4.813
O 0.363 2.526 -3.552
C -0.124 3.803 -3.136
H 4.645 -2.246 -8.041
H 2.949 -1.735 -8.107
H 3.403 -3.273 -7.445
H 4.278 0.185 -7.111
H 4.391 0.230 -5.316
H 1.779 -0.077 -6.893
H 2.324 1.433 -6.184
H 1.766 -0.702 -4.489
H -0.350 0.003 -4.085
H -0.137 0.372 -5.801
H -1.003 2.198 -4.972
H 0.698 2.575 -5.572
H -1.192 3.750 -3.344
H 0.255 4.691 -3.642
H -0.190 3.973 -2.061
C 0.421 -2.565 3.544
O 0.439 -3.169 4.863
C 0.964 -2.279 5.878
C 2.462 -2.644 6.081
N 3.120 -2.228 7.266
C 2.882 -2.889 8.497
C 3.707 -1.930 9.433
O 3.029 -0.743 9.604
C 3.737 0.288 10.228
H 0.074 -1.532 3.530
H -0.373 -2.946 2.901
H 1.410 -2.735 3.117
H 0.620 -2.604 6.859
H 0.745 -1.246 5.604
H 3.112 -2.163 5.350
H 2.595 -3.697 5.832
H 3.094 -1.238 7.461
H 3.270 -3.902 8.595
H 1.915 -3.098 8.955
H 4.664 -1.849 8.918
H 3.864 -2.358 10.423
H 3.122 1.118 10.577
H 4.608 0.652 9.683
H 4.043 -0.117 11.193
C 2.088 -6.458 0.215
O 1.056 -5.797 -0.494
C 0.116 -5.011 0.340
C -0.816 -4.112 -0.554
N -1.629 -5.049 -1.364
C -2.623 -4.370 -2.269
C -1.946 -3.383 -3.311
O -0.844 -4.123 -3.824
C 0.167 -3.383 -4.381
H 2.592 -7.169 -0.439
H 1.588 -7.127 0.915
H 2.820 -5.869 0.767
H 0.795 -4.446 0.978
H -0.431 -5.590 1.084
H -0.302 -3.403 -1.203
H -1.497 -3.562 0.096
H -0.907 -5.449 -1.946
H -3.344 -3.878 -1.616
H -2.907 -5.205 -2.911
H -1.633 -2.450 -2.842
H -2.578 -3.166 -4.172
H -0.202 -2.594 -5.037
H 0.859 -3.911 -5.036
H 0.841 -2.886 -3.683
```

- strongest force on any atom (eV/A) = 4.045
- total charge = +2
- expectation value of S² = 8.77
- multiplicity = 6
- Kohn-Sham gap (spin up / spin down) (eV) = 5.960 / 1.217

These are the Löwdin partial charges, in e, on atoms 1 to 8: atom 1 (Cr): 0.9394, atom 2 (C): -0.0300, atom 3 (C): -0.5565, atom 4 (C): -0.0772, atom 5 (O): -0.3221, atom 6 (H): 0.0633, atom 7 (H): 0.0643, atom 8 (H): 0.0641

no.,energy (eV)
1,-241114.4759
2,-118014.5685